[1]
# C28H29AuN3Si

C28H29AuN3Si as an isolated structure in a non-equilibrium geometry (ωB97M-V/def2-TZVPD, the Open Molecules 2025 dataset).

Calculated values
energy relative to the best compared isomer or geometry (same formula, charge and spin)	2.416	eV
highest occupied orbital energy (spin up / spin down)	-7.74 / -11.17	eV
expectation value of S²	2.022
net charge	+1
spin multiplicity	3
molecular weight	632.6	g mol⁻¹
maximum force	2.83	eV/A
HOMO-LUMO gap (spin up / spin down)	4.98 / 6.07	eV

Geometry (Å):
C 0.11672 2.14620 1.36680
C -1.24605 1.89645 0.95465
C -2.07894 1.98736 2.17153
H -1.62993 1.99918 -0.05960
C -1.19741 2.32803 3.24925
C 0.12590 2.38214 2.75375
H 1.00187 2.65684 3.34069
H 0.97840 2.21168 0.70312
H -3.16592 2.08616 2.16817
H -1.51018 2.59142 4.25559
Au -1.76963 -0.15419 1.61176
C 0.19725 -0.29099 -0.96649
H -0.80805 0.05963 -0.70110
H 0.79725 -0.37921 -0.05642
H 0.11677 -1.27592 -1.44799
Si 1.14762 0.90289 -2.31223
C 2.48949 0.08235 -3.29229
C 3.48284 0.89165 -3.88580
H 3.42990 1.97633 -3.77643
C 4.54859 0.30910 -4.58556
H 5.28426 0.95219 -5.07082
C 4.65886 -1.08359 -4.66345
H 5.49701 -1.54186 -5.19598
C 3.66984 -1.88477 -4.08176
H 3.74333 -2.96738 -4.16221
C 2.58485 -1.31234 -3.40242
H 1.82264 -1.95379 -2.95406
C -0.26152 1.52813 -3.35015
C -0.01263 2.11970 -4.60316
H 0.95185 1.97752 -5.09936
C -0.98622 2.92593 -5.21307
H -0.74233 3.44177 -6.14327
C -2.24688 3.07912 -4.62337
H -2.99133 3.73257 -5.07706
C -2.55337 2.37298 -3.45463
H -3.54754 2.43857 -3.00528
C -1.57419 1.58345 -2.84144
H -1.84017 1.01214 -1.95362
H 1.82600 2.17574 -1.50394
H 1.97167 2.33016 -2.35804
N 0.23174 -2.15860 2.97728
C -0.82053 -2.88341 2.38944
C -0.81447 -4.28369 2.41602
C -1.93294 -4.96682 1.94758
C -3.01201 -4.23390 1.43205
C -2.93190 -2.85125 1.37695
N -1.82235 -2.20471 1.82005
C -0.00244 -1.28049 4.03864
C 1.10683 -0.71788 4.70029
C 0.86276 0.19738 5.71967
C -0.46961 0.51077 6.02544
C -1.49221 -0.08453 5.28622
N -1.26616 -0.98890 4.32757
H 1.08818 -2.68931 3.08743
H 0.06878 -4.76325 2.83927
H -1.96377 -6.05418 1.97125
H -3.90765 -4.71334 1.04961
H -3.72359 -2.21333 0.98264
H 2.09777 -1.02085 4.36879
H 1.68572 0.66080 6.25941
H -0.72347 1.22259 6.80935
H -2.53928 0.18353 5.44073

Forces on atoms 1 to 2 (eV/Å):
0.45 0.37 1.27
-2.23 0.07 1.44

For each atom in turn, the Löwdin charge in e is: -0.054, -0.235, -0.207, 0.086, -0.070, -0.079, 0.112, 0.084, 0.106, 0.113, 0.994, -0.210, -0.067, 0.005, 0.017, 0.657, -0.291, -0.113, 0.087, -0.075, 0.107, -0.077, 0.109, -0.080, 0.104, -0.093, 0.094, -0.277, -0.084, 0.103, -0.072, 0.108, -0.077, 0.107, -0.082, 0.105, -0.113, 0.064, 0.055, 0.015, 0.100, -0.305, 0.021, -0.022, -0.040, -0.099, -0.069, -0.341, -0.006, -0.053, -0.076, -0.150, 0.084, 0.143, 0.125, 0.123, 0.116, 0.111, 0.116, 0.116, 0.110, 0.118

=====

[2]
# C28H29BCl2GeO6RuS

C28H29BCl2GeO6RuS as an isolated structure (ωB97M-V/def2-TZVPD, the Open Molecules 2025 dataset).

Calculated values
energy relative to the best compared isomer or geometry (same formula, charge and spin)	1.581	eV
highest occupied orbital energy (spin up / spin down)	-11.05 / -11.05	eV
expectation value of S²	0.762
net charge	+1
spin multiplicity	2
molecular weight	749.0	g mol⁻¹
maximum force	0.87	eV/A
HOMO-LUMO gap (spin up / spin down)	6.32 / 6.18	eV

Geometry (Å):
Ru 0.28341 -0.42316 1.00273
O -0.76190 -3.59540 -0.83651
S -0.15309 -2.46800 -0.26056
O -0.67578 -2.11173 1.17098
O -0.30127 -1.12274 -0.91186
O 1.36048 -2.58512 0.01131
Cl 1.32946 -1.31803 3.69237
C 2.41665 0.04185 3.50197
Cl 2.49879 0.52078 1.76612
H 3.42355 -0.23539 3.78837
H 2.04156 0.89471 4.05378
C 4.02905 -3.48786 -0.26049
Ge 2.74002 -2.55979 -1.35533
C 1.89943 -3.52584 -2.77669
C 1.86029 -4.92004 -2.76085
C 1.22931 -5.60540 -3.78704
C 0.63916 -4.90129 -4.82900
C 0.67934 -3.51401 -4.85204
C 1.31327 -2.82380 -3.82881
C 3.19420 -0.72414 -1.83008
C 2.49881 0.42018 -1.52382
C 2.97353 1.69445 -1.90556
C 4.14172 1.81635 -2.59249
C 4.87639 0.66874 -2.97012
C 6.06919 0.78215 -3.72556
C 6.75146 -0.32600 -4.12879
C 6.26162 -1.60868 -3.80388
C 5.12120 -1.74617 -3.06814
C 4.39401 -0.61620 -2.60706
H 4.83597 -3.88527 -0.87430
H 3.54267 -4.31046 0.26090
H 4.45929 -2.80161 0.46806
H 2.31134 -5.47532 -1.94623
H 1.19524 -6.68666 -3.77437
H 0.14616 -5.43802 -5.62882
H 0.21905 -2.97046 -5.66666
H 1.34689 -1.73995 -3.85022
H 1.55105 0.39755 -0.99900
H 2.39365 2.57244 -1.64984
H 4.51410 2.79193 -2.88043
H 6.42257 1.77237 -3.98627
H 7.65826 -0.22863 -4.71024
H 6.78850 -2.48841 -4.14925
H 4.75988 -2.75021 -2.87383
C -5.83032 5.10229 2.72571
C -6.12265 3.66426 3.17815
C -6.81297 3.71953 4.54102
C -7.08049 2.99821 2.17966
C -4.81350 2.87485 3.22405
C -4.33496 2.28404 4.39568
C -3.14196 1.55846 4.44781
C -2.44636 1.44108 3.27607
O -1.24418 0.80233 3.00875
B -1.07717 0.92816 1.64633
O -2.02232 1.70476 1.05819
C -2.90949 2.01697 2.10258
C -4.07259 2.73439 2.04157
H -6.75772 5.67641 2.68536
H -5.37852 5.13139 1.73302
H -5.15132 5.59674 3.42299
H -7.73924 4.28810 4.45038
H -6.19294 4.21558 5.29038
H -7.07142 2.72282 4.90372
H -8.01273 3.56358 2.12784
H -7.31440 1.97810 2.48990
H -6.65901 2.95853 1.17422
H -4.89986 2.38236 5.31060
H -2.79146 1.11186 5.36829
H -4.40090 3.16549 1.10528

Forces on atoms 1 to 2 (eV/Å):
0.31 -0.15 0.64
0.08 0.11 -0.18

For each atom in turn, the Löwdin charge in e is: 1.096, -0.164, 0.425, -0.386, -0.353, -0.414, 0.650, -0.878, 0.639, 0.046, 0.050, -0.160, 0.980, -0.303, -0.095, -0.064, -0.060, -0.062, -0.092, -0.205, -0.153, -0.070, -0.015, -0.155, -0.021, -0.059, -0.054, -0.051, -0.169, 0.035, 0.038, 0.037, 0.107, 0.111, 0.111, 0.111, 0.108, 0.036, 0.111, 0.122, 0.119, 0.112, 0.113, 0.082, -0.043, -0.561, -0.067, -0.042, -0.151, -0.004, 0.032, -0.190, 0.122, -0.612, 0.192, -0.152, 0.069, 0.089, 0.078, 0.093, 0.090, 0.089, 0.089, 0.089, 0.093, 0.078, 0.105, 0.127, 0.132

=====

[3]
# C28H29Br51N2

C28H29Br51N2 as an isolated structure in a non-equilibrium geometry (ωB97M-V/def2-TZVPD, the Open Molecules 2025 dataset).

Calculated values
energy relative to the best compared isomer or geometry (same formula, charge and spin)	3.411	eV
highest occupied orbital energy	-8.52	eV
molecular weight	4468.7	g mol⁻¹
maximum force	5.07	eV/A
HOMO-LUMO gap	7.77	eV

Geometry (Å):
C 0.99749 -3.06859 -1.11811
C 0.17357 -2.93848 -2.46735
C -0.86475 -1.70755 -2.45395
C -1.43141 -1.64454 -0.97038
C -0.93552 -0.61268 -0.06711
C -1.47536 -0.61308 1.35639
C -2.44216 -1.62109 1.75070
C -2.96610 -2.73124 0.77823
N -3.89766 -3.68511 1.30492
C -4.22677 -4.55887 0.31637
C -3.69723 -4.56822 -1.08857
N -2.80772 -3.64488 -1.55822
C -2.44196 -2.70727 -0.59227
H 1.91541 -3.71305 -1.24847
H 1.33992 -2.04435 -0.77143
H 0.40627 -3.54072 -0.27765
H 0.89696 -2.88461 -3.32349
H -0.44363 -3.87616 -2.55986
H -0.39416 -0.74161 -2.77208
H -1.76958 -1.95846 -3.08713
H -0.16762 0.10716 -0.43310
H -1.08128 0.16683 2.06170
H -2.80187 -1.58036 2.80858
H -4.96035 -5.36895 0.58770
H -4.06774 -5.37000 -1.81353
C 1.41903 2.44075 1.34648
Br 2.03112 1.40920 2.86429
Br 1.83047 1.57017 -0.33139
Br -0.46115 2.87826 1.48988
H 1.96544 3.37908 1.35908
C 3.87115 2.09952 6.52285
Br 3.92942 2.59233 8.39450
Br 5.06489 3.18639 5.45299
Br 4.19820 0.21178 6.26469
H 2.86152 2.29721 6.17401
C 4.06936 6.72179 3.87336
Br 3.11200 5.63197 2.59436
Br 4.54382 8.44812 3.13560
Br 3.09759 6.89260 5.53448
H 4.99802 6.20586 4.09788
C 1.29982 6.05630 -1.08549
Br -0.17103 6.58625 -2.22231
Br 2.64670 5.06712 -2.06390
Br 2.06053 7.56197 -0.14045
H 0.89409 5.38299 -0.33455
C 2.62295 -5.22514 -5.55906
Br 3.10696 -5.33213 -3.68697
Br 0.99176 -4.22161 -5.82760
Br 4.06848 -4.52727 -6.63041
H 2.43250 -6.24014 -5.89652
C 1.56640 -9.02913 -7.49930
Br 2.05041 -9.13677 -5.62837
Br -0.06766 -8.02805 -7.76495
Br 3.01635 -8.33461 -8.57694
H 1.37619 -10.04331 -7.83631
C -1.22584 -5.36621 4.02995
Br -1.84166 -4.00676 2.79008
Br 0.67277 -5.21341 4.38840
Br -2.26735 -5.37307 5.66127
H -1.38082 -6.32855 3.55073
C 6.79570 -3.29862 -3.68896
Br 7.24100 -2.24454 -5.25481
Br 8.37015 -4.09355 -2.89446
Br 5.77856 -2.28507 -2.39009
H 6.16153 -4.11509 -4.02489
C 1.03959 10.02777 3.84723
Br 0.08016 8.95189 2.55725
Br 1.51444 11.75956 3.12671
Br 0.07155 10.18187 5.51583
H 1.96848 9.50887 4.06569
C -3.82207 4.64225 -2.32353
Br -3.20226 4.30980 -4.12545
Br -2.62078 3.89616 -0.99925
Br -4.15860 6.52444 -2.01634
H -4.77234 4.12873 -2.21369
C -5.42517 -8.71329 6.17062
Br -5.02100 -7.78967 4.51966
Br -3.83509 -9.45847 6.98288
Br -6.40090 -7.58515 7.40281
H -6.07429 -9.54591 5.91906
C -0.11340 4.64983 -7.25679
Br -1.87037 5.45543 -7.35859
Br 0.92325 5.36646 -5.78917
Br -0.21271 2.71893 -7.18638
H 0.40816 4.90971 -8.17253
C -7.56134 8.14335 -4.02447
Br -7.49491 8.63504 -2.15161
Br -6.37351 9.23211 -5.09509
Br -7.23715 6.25221 -4.28962
H -8.57140 8.34217 -4.36816
C 4.61143 -0.64822 11.03996
Br 3.51187 -1.47299 9.67958
Br 3.84833 -0.85813 12.80580
Br 6.43863 -1.27973 10.96630
H 4.63408 0.41632 10.82749
C 2.65227 -0.60585 -4.38332
Br 1.17807 -0.07152 -5.51704
Br 3.98091 -1.61582 -5.35943
Br 3.42594 0.90450 -3.45195
H 2.24611 -1.27030 -3.62512
C -0.56227 5.58910 7.54517
Br -2.02541 6.11431 6.39477
Br 0.78980 4.59895 6.57836
Br 0.19589 7.10195 8.48417
H -0.97128 4.92034 8.29591
C -4.27211 -5.10541 -5.55087
Br -4.10894 -4.48599 -3.72017
Br -3.08559 -4.13457 -6.72894
Br -4.02455 -7.01994 -5.69640
H -5.28757 -4.89173 -5.87041

Forces on atoms 1 to 2 (eV/Å):
0.29 0.21 -0.02
-0.23 -0.12 0.66

Atom charges from the Löwdin analysis, given in e for atoms 1 to 99: -0.106, -0.249, -0.132, -0.137, -0.032, -0.059, -0.155, -0.307, -0.042, -0.098, -0.220, -0.008, -0.153, 0.046, 0.072, 0.079, 0.017, 0.097, 0.091, 0.104, -0.005, 0.048, 0.077, 0.115, -0.001, -1.566, 0.588, 0.603, 0.588, -0.100, -1.618, 0.567, 0.569, 0.562, -0.068, -1.576, 0.566, 0.609, 0.554, -0.042, -1.590, 0.554, 0.553, 0.523, -0.051, -1.564, 0.596, 0.590, 0.534, -0.095, -1.615, 0.588, 0.564, 0.572, -0.030, -1.562, 0.882, 0.553, 0.543, -0.029, -1.612, 0.535, 0.576, 0.540, -0.063, -1.631, 0.544, 0.566, 0.552, -0.106, -1.596, 0.543, 0.522, 0.535, -0.028, -1.625, 0.536, 0.558, 0.562, -0.031, -1.607, 0.547, 0.553, 0.540, -0.029, -1.615, 0.548, 0.564, 0.544, -0.031, -1.632, 0.538, 0.562, 0.563, -0.056, -1.567, 0.557, 0.498, 0.555